# C52H75N7O6SSr

A structure of composition C52H75N7O6SSr in a non-equilibrium geometry (ωB97M-V/def2-TZVPD, the OMol25 dataset).

highest occupied orbital energy = -6.7259 eV
total energy = -89528.20659 eV
max |F| = 4.85 eV/A

Structure (ORCA input):
```
! RIJCOSX wB97M-V def2-TZVPD def2/J DEFGRID3
* xyz 0 1
Sr -1.78 -1.64 -0.11
C -4.16 1.07 -0.38
O -2.83 0.61 -0.26
C -1.92 1.67 -0.15
C -1.62 2.20 1.10
C -2.25 1.69 2.37
C -1.23 0.96 3.20
C -0.85 1.44 4.44
C 0.07 0.78 5.25
C 0.65 -0.36 4.72
C 0.30 -0.87 3.48
C 0.94 -2.13 2.96
C 1.73 -1.81 1.71
C 2.91 -1.08 1.80
C 3.66 -0.76 0.68
C 3.17 -1.15 -0.56
C 1.98 -1.86 -0.69
C 1.50 -2.21 -2.08
C 1.19 -0.92 -2.80
C 2.10 -0.32 -3.64
C 1.85 0.92 -4.24
C 0.65 1.54 -3.94
C -0.29 0.95 -3.10
C -1.55 1.66 -2.69
C -1.33 2.20 -1.30
C -0.43 3.25 -1.15
C -0.09 3.79 0.09
C -0.70 3.24 1.20
C 0.91 4.93 0.14
C 2.24 4.46 -0.45
C 0.36 6.11 -0.68
C 1.15 5.43 1.57
C -0.04 -0.30 -2.51
O -0.92 -0.87 -1.74
C 2.92 1.53 -5.14
C 2.50 2.89 -5.71
C 3.21 0.58 -6.31
C 4.20 1.73 -4.31
C 1.28 -2.22 0.45
O 0.13 -3.00 0.37
C 0.47 -4.37 0.33
C 4.98 -0.02 0.83
C 5.90 -0.80 1.78
C 5.71 0.14 -0.51
C 4.71 1.38 1.40
C -0.69 -0.24 2.70
O -1.14 -0.77 1.60
C 0.33 1.29 6.66
C 0.87 2.73 6.62
C 1.35 0.43 7.41
C -0.99 1.26 7.44
H -4.32 1.61 -1.33
H -4.82 0.20 -0.34
H -4.42 1.75 0.44
H -2.64 2.54 2.93
H -3.07 1.01 2.14
H -1.33 2.35 4.80
H 1.39 -0.91 5.29
H 1.61 -2.55 3.72
H 0.16 -2.86 2.72
H 3.22 -0.76 2.79
H 3.69 -0.89 -1.46
H 2.26 -2.78 -2.61
H 0.57 -2.79 -2.02
H 3.04 -0.82 -3.84
H 0.41 2.51 -4.35
H -1.77 2.48 -3.38
H -2.38 0.96 -2.69
H 0.02 3.65 -2.05
H -0.46 3.60 2.20
H 2.11 4.11 -1.47
H 2.97 5.26 -0.44
H 2.63 3.63 0.14
H 0.25 5.83 -1.73
H -0.61 6.42 -0.30
H 1.04 6.96 -0.63
H 1.56 4.63 2.19
H 1.87 6.25 1.56
H 0.23 5.80 2.02
H 1.60 2.79 -6.30
H 2.34 3.61 -4.91
H 3.29 3.27 -6.35
H 2.32 0.45 -6.91
H 4.00 0.99 -6.94
H 3.53 -0.39 -5.96
H 3.99 2.35 -3.44
H 4.59 0.78 -3.96
H 4.97 2.22 -4.91
H 1.03 -4.66 1.22
H -0.44 -4.96 0.29
H 1.07 -4.61 -0.56
H 6.07 -1.81 1.40
H 6.87 -0.30 1.87
H 5.47 -0.88 2.77
H 5.90 -0.83 -0.97
H 5.13 0.75 -1.19
H 6.67 0.63 -0.35
H 4.24 1.31 2.38
H 5.64 1.93 1.50
H 4.05 1.92 0.74
H 1.80 2.77 6.05
H 0.16 3.41 6.15
H 1.06 3.08 7.63
H 2.32 0.45 6.91
H 1.48 0.83 8.41
H 1.01 -0.59 7.50
H -1.74 1.89 6.98
H -1.37 0.24 7.48
H -0.84 1.60 8.46
N -3.51 -1.41 2.93
N -3.51 -2.79 3.14
C -3.25 -3.71 2.22
N -3.40 -5.01 2.56
N -2.76 -3.31 1.05
N -2.65 -4.10 0.05
O -2.17 -3.64 -0.96
O -2.99 -5.27 0.08
H -2.80 -1.19 2.20
H -3.17 -0.95 3.77
H -4.00 -3.08 3.98
H -3.84 -5.26 3.42
H -3.34 -5.66 1.78
C -5.96 -5.72 -3.61
C -4.95 -5.10 -2.65
N -4.45 -3.85 -3.16
C -4.26 -2.74 -2.44
S -4.88 -2.56 -0.90
N -3.64 -1.69 -3.00
C -3.09 -1.63 -4.33
C -4.19 -1.39 -5.37
H -6.29 -6.68 -3.23
H -5.51 -5.87 -4.59
H -6.82 -5.07 -3.72
H -4.11 -5.80 -2.49
H -5.41 -4.91 -1.68
H -3.96 -3.91 -4.05
H -3.35 -0.97 -2.35
H -2.54 -2.55 -4.58
H -2.38 -0.81 -4.36
H -4.92 -2.20 -5.36
H -3.76 -1.30 -6.36
H -4.72 -0.47 -5.13
*
```